This record from the Open Molecules 2025 dataset describes a 5-piece molecular cluster, C19H31ClF2N3O9S4 overall. The level of theory is ωB97M-V with the def2-TZVPD basis set.

Cartesian coordinates (Å):
H: -8.572 -5.515 -2.502
H: 4.983 6.217 2.995
H: -1.189 2.415 -5.874
C: -8.542 -1.995 -1.459
C: 1.272 1.048 1.347
H: 0.204 -4.321 -2.095
C: -1.014 -2.064 2.204
H: 1.282 1.758 -1.624
C: 7.203 1.784 3.048
H: -1.356 -3.460 -2.277
S: 5.521 1.219 2.712
C: 1.838 -0.180 2.221
H: 7.597 1.256 3.919
S: -7.565 -3.401 -2.037
C: 0.378 1.144 -1.271
O: 7.458 4.778 2.911
S: 0.119 -3.023 -4.124
H: 3.746 1.579 4.270
C: -3.328 -1.229 -0.241
H: 4.538 4.565 2.496
Cl: 3.039 -1.428 1.647
C: -0.563 -4.554 -4.801
H: 4.442 5.897 1.318
H: 7.207 2.862 3.228
O: -4.766 -2.284 -1.591
H: -9.335 -1.772 -2.176
F: -2.576 -0.358 4.110
O: -3.444 -2.288 -1.261
C: -8.945 -4.562 -2.123
C: 0.176 0.645 0.242
H: 6.982 7.502 2.165
F: -2.040 -2.868 2.860
H: 7.824 1.560 2.179
N: -2.047 -0.449 -0.556
C: 4.816 1.795 4.272
H: -4.218 -0.517 -0.383
C: -1.156 -0.210 0.559
H: -0.393 -4.560 -5.879
N: -1.973 -0.078 -1.833
H: 2.186 1.486 0.764
C: -0.742 1.188 -3.793
H: -9.361 -4.709 -1.124
N: -1.281 -0.643 1.957
C: -0.801 1.933 -4.890
S: 6.700 5.159 1.677
O: 1.392 -0.296 3.419
H: 0.105 -2.571 -1.778
C: 7.127 6.870 1.287
H: 6.503 7.223 0.463
O: 1.604 -3.097 -4.271
H: 0.879 1.938 1.990
O: -7.137 -3.104 -3.440
O: 4.965 2.085 1.620
H: -4.859 -2.850 -2.400
H: -0.066 -5.414 -4.350
C: 4.996 5.500 2.171
H: -1.636 -4.593 -4.604
O: -3.279 0.725 2.203
C: -0.273 -3.387 -2.398
C: -0.824 0.690 -2.240
O: 0.029 -2.707 1.863
H: 4.968 2.872 4.376
H: 5.289 1.268 5.103
H: -8.971 -2.226 -0.483
H: 8.176 6.905 0.986
C: -2.411 -0.073 2.694
H: -7.883 -1.130 -1.368
H: -9.713 -4.180 -2.798
H: -3.285 -1.769 0.767

Force components x, y, z for each atom (eV/Å):
0.0617 0.1394 0.0394
0.1123 0.0069 -0.0568
1.2795 -1.1162 2.1967
-0.0137 0.0848 -0.0456
0.8721 0.2254 -1.5461
0.0351 0.0823 -0.0582
4.2350 -5.5224 -0.5780
-1.6023 -1.1016 0.5617
-0.0692 -0.0655 -0.0131
0.0401 0.0205 -0.0578
0.4022 -0.0916 0.2750
-2.4831 -0.4106 5.5132
-0.1171 -0.1015 -0.0659
-0.4874 -0.0851 0.0413
-4.1955 -3.1550 2.3820
-0.2763 0.4871 -0.1681
0.4226 -0.1424 -0.1274
0.0896 -0.0666 -0.0408
-1.0370 -1.2430 -1.2446
0.1792 -0.0138 -0.1662
-1.4802 1.9571 0.1032
-0.0425 -0.0720 0.0259
0.0901 -0.0395 -0.0036
-0.0337 -0.1542 -0.0517
-3.0249 -0.2735 -1.2050
0.0833 -0.0782 -0.0171
1.6348 0.0910 -4.5134
2.9780 1.5392 1.9684
-0.0575 -0.0340 -0.1122
-1.6601 -0.2628 -3.0985
-0.0009 -0.1053 -0.0125
2.1500 3.3089 -1.6829
-0.1559 -0.0554 0.0261
1.1254 -0.2842 3.0865
-0.0999 0.1385 -0.0278
1.4007 -1.0558 0.4647
3.4838 2.8823 -3.3943
0.0355 0.1213 0.1279
3.9622 2.3118 0.1702
-1.5897 -0.8302 0.9304
-1.1116 3.6261 -2.8949
0.0929 0.0447 -0.0324
-2.6909 -1.6180 0.3507
-0.9158 -4.2965 5.7291
-0.0558 0.0601 -0.0735
2.3711 0.6020 -6.0661
0.0792 -0.0088 -0.1098
0.0721 0.0988 0.1276
0.0180 -0.1049 0.0328
-0.5997 0.0513 0.1726
0.5660 -2.0731 -0.7445
0.1756 -0.0019 0.3494
-0.2629 0.1023 0.1414
0.3315 0.5761 0.6177
0.0474 0.1175 0.0194
-0.0738 0.0380 0.1977
0.0438 0.0565 -0.0108
5.3278 -4.5332 2.0667
-0.0766 -0.1620 0.0930
1.3585 0.9451 -0.0274
-6.0230 4.4722 1.5450
0.0916 -0.0672 -0.0569
-0.0139 -0.0014 -0.1035
0.0633 -0.0470 -0.0520
-0.1048 -0.1164 0.0388
-5.2139 4.0256 0.4153
0.0186 -0.1446 -0.0419
0.1111 0.0460 0.0207
0.1277 1.2768 -1.3291

Results
* total charge: +1
* HOMO-LUMO gap: 4.802 eV
* HOMO level: -10.646 eV

This record from the Open Molecules 2025 dataset describes C19H31ClMnN7O5Se as an isolated structure. The level of theory is ωB97M-V with the def2-TZVPD basis set.

Cartesian coordinates (Å):
H: -2.399 -2.971 2.155
C: -1.473 -2.640 2.639
H: 0.809 2.244 -1.413
H: 2.343 -1.513 4.059
N: -1.678 -4.446 -2.341
Cl: 1.017 0.051 5.220
C: 1.336 -0.354 2.556
N: -1.830 -1.362 -0.464
C: 2.725 1.615 -3.062
C: -3.969 -1.746 -1.536
H: 3.576 1.894 -3.685
H: 1.520 -1.293 -1.992
H: -1.112 1.206 3.540
C: -1.716 1.599 -2.187
C: -2.063 0.942 3.070
H: -0.609 -3.074 2.141
N: 4.049 0.310 -0.968
H: 4.937 2.042 -1.735
O: 1.251 -1.357 1.812
H: -3.026 2.664 -0.296
H: 1.810 1.968 -3.543
H: -2.807 1.571 -2.278
H: -1.484 -2.955 3.686
C: 1.720 1.880 -0.938
H: 4.185 2.225 -0.138
N: 2.676 0.155 -2.952
N: -0.166 -2.979 -0.828
O: -1.333 1.616 -0.819
H: -3.387 -0.082 -0.248
H: -3.339 -0.784 2.819
Se: -0.004 -4.465 -1.775
O: -1.339 -1.231 2.550
C: 2.902 -0.049 -0.156
H: -1.342 2.486 -2.707
H: 0.629 0.115 -2.607
H: -4.224 -3.497 -2.741
C: 3.903 -0.295 -2.289
H: 3.874 -1.381 -2.186
C: -1.639 2.530 1.342
H: 2.997 0.427 0.818
H: 2.858 -1.130 -0.029
H: -2.247 3.230 1.926
C: -2.357 -0.524 3.236
N: 2.858 2.259 -1.754
C: 4.080 1.763 -1.121
O: 0.834 0.763 2.231
C: 2.062 -0.479 3.877
H: 2.947 0.157 3.879
C: -3.058 -1.005 -0.716
C: -3.570 -2.903 -2.118
C: 1.548 -0.209 -2.116
H: -1.299 0.707 -2.648
N: 1.606 0.404 -0.761
C: -2.230 -3.338 -1.874
H: -4.969 -1.361 -1.670
C: -1.944 2.700 -0.125
O: -1.979 1.183 1.659
H: -0.582 2.704 1.577
Mn: -0.270 -0.175 0.619
H: -2.873 1.545 3.494
H: 1.807 2.328 0.055
H: -2.349 -0.785 4.301
C: -1.388 -2.534 -1.042
H: 4.761 -0.023 -2.906
H: -1.564 3.659 -0.497

Force components x, y, z for each atom (eV/Å):
0.0055 -0.0070 0.0082
0.0257 -0.0604 0.0408
0.0312 -0.0104 0.0141
-0.0145 0.0598 -0.0425
0.0451 0.1445 -0.2581
-0.0255 0.0030 -0.0059
0.0457 0.0128 0.0871
0.2881 -0.0438 -0.2190
0.0061 0.0350 -0.0544
0.1768 0.0280 0.1107
-0.0120 0.0024 0.0047
-0.0029 0.0100 -0.0071
-0.0582 -0.0381 -0.0154
-0.0286 0.0259 -0.0377
-0.0254 0.0226 -0.0328
-0.0268 0.0162 0.0031
-0.0071 -0.0204 0.0284
0.0052 0.0022 0.0136
-0.1042 -0.0580 -0.0713
0.0295 0.0043 0.0317
-0.0078 0.0070 -0.0073
0.0259 0.0144 -0.0109
-0.0041 0.0042 -0.0335
-0.0492 0.0723 0.0427
0.0127 0.0054 0.0047
-0.0148 -0.0099 0.0237
0.0796 0.2992 -0.2138
-0.0772 0.0156 -0.0191
0.0297 -0.0062 -0.0203
0.0197 0.0329 -0.0035
-0.3512 -0.0180 0.2565
-0.0961 0.0544 -0.0157
-0.0385 -0.0551 0.0441
-0.0020 -0.0230 0.0075
0.0172 -0.0013 0.0096
-0.0134 -0.0291 -0.0377
0.0519 -0.0462 -0.0599
0.0104 0.0093 0.0040
-0.0228 0.0466 -0.0028
0.0026 -0.0166 0.0050
0.0016 0.0366 0.0153
0.0338 -0.0509 -0.0313
0.0293 -0.0213 0.0473
-0.0385 0.0048 -0.0125
0.0529 0.0290 0.0108
-0.0246 0.0516 -0.0158
0.1053 -0.0312 0.0394
-0.0448 -0.0200 0.0027
-0.1084 -0.0735 0.0559
0.0780 -0.0555 0.0752
-0.0780 -0.0139 -0.0200
-0.0261 -0.0007 0.0194
0.0026 -0.0921 -0.0830
-0.0977 -0.2821 -0.0832
-0.0290 0.0060 -0.0174
0.0492 -0.0007 0.0445
-0.0538 0.0353 0.0384
-0.0541 -0.0120 -0.0472
0.2125 0.0496 0.1398
0.0400 -0.0372 -0.0078
0.0041 -0.0121 -0.0308
-0.0048 0.0125 -0.0645
0.0462 0.0584 0.3071
-0.0160 -0.0104 0.0146
-0.0063 -0.0548 0.0316

Results
* spin multiplicity: 6
* relative energy (zero: lowest compared OMol25 entry of this formula, charge and spin): 0.0232 eV
* total charge: +1
* HOMO-LUMO gap (spin up / spin down): 6.871 / 6.860 eV
* HOMO level (spin up / spin down): -11.223 / -11.224 eV

This record from the Open Molecules 2025 dataset describes C19H31ClO8PSSiV as an isolated structure. The level of theory is ωB97M-V with the def2-TZVPD basis set.

Cartesian coordinates (Å):
H: -0.604 3.039 0.467
H: 2.884 4.678 -0.309
H: 0.778 0.938 4.559
S: 3.165 2.385 -0.559
H: -2.869 -3.246 0.721
H: -0.666 -1.997 -1.010
C: -0.359 -0.466 3.394
O: 4.441 2.367 0.070
H: 0.988 -5.082 -0.226
O: -0.390 0.331 -2.168
P: -0.420 0.188 0.821
H: 1.882 4.005 -1.644
C: -4.707 2.564 -3.371
C: 4.080 -4.505 -1.134
H: -0.697 0.352 5.346
C: -2.272 3.499 1.757
H: -2.206 -3.934 -0.769
C: -1.139 -2.225 -0.056
H: -0.306 2.693 2.172
C: -3.044 0.905 -2.944
H: 0.131 -1.365 3.765
H: -0.418 -2.770 0.550
C: -3.799 3.580 -3.111
H: 4.904 -3.829 -1.371
V: 1.173 0.711 -0.993
C: -0.264 0.663 4.394
H: -3.137 -2.427 -0.825
H: -0.806 1.541 4.042
Cl: -6.338 2.973 -3.799
H: 4.523 -4.543 2.128
C: 2.856 4.002 -1.161
H: 4.940 -2.911 1.582
C: -4.343 1.228 -3.294
H: -1.398 -0.708 3.164
C: -1.064 2.675 1.385
H: 4.501 -5.480 -0.875
O: 2.001 2.044 0.336
C: 4.110 -3.590 1.788
O: -1.479 -0.985 0.618
C: -0.747 1.567 -2.248
C: -2.124 1.911 -2.673
O: -1.511 1.313 1.181
H: 3.650 4.243 -1.865
Si: 3.064 -3.825 0.268
H: -5.074 0.459 -3.501
C: 1.927 -1.104 -0.514
O: 0.342 -0.108 2.181
H: -1.980 4.540 1.900
O: 0.053 2.446 -1.877
H: 1.045 -4.599 1.475
H: -3.020 3.451 0.965
C: -2.418 -3.003 -0.241
H: -1.772 4.015 -2.546
H: -2.722 3.134 2.680
H: -2.734 -0.127 -2.870
H: 2.008 -5.970 0.913
C: 1.643 -4.976 0.642
H: 3.472 -4.622 -2.033
H: -4.110 4.613 -3.181
H: 3.521 -3.160 2.600
O: 2.978 1.456 -1.715
C: -2.502 3.246 -2.761
C: 2.379 -2.200 -0.219

Force components x, y, z for each atom (eV/Å):
0.0280 0.0079 -0.0577
0.0015 0.0190 -0.0236
0.0024 -0.0021 0.0021
0.0731 -0.0182 -0.0255
-0.0040 0.0041 -0.0061
0.0047 0.0511 -0.0117
0.0376 0.0333 -0.0003
0.0331 -0.0353 0.0238
-0.0044 -0.0111 0.0117
-0.1877 0.1577 -0.0345
-0.1566 -0.0003 -0.0385
0.0106 0.0298 0.0060
0.0092 0.0119 -0.0006
0.0731 -0.0504 -0.0879
0.0008 0.0085 -0.0034
-0.0083 -0.0197 -0.0204
-0.0025 0.0052 0.0089
-0.0937 0.0991 0.0104
0.0006 -0.0097 -0.0183
-0.0040 0.0094 0.0064
0.0017 0.0081 -0.0064
0.0587 -0.0241 0.0583
-0.0031 -0.0027 -0.0109
-0.0007 -0.0120 -0.0131
0.3062 0.0674 0.2116
-0.0093 -0.0246 -0.0012
0.0158 -0.0138 0.0048
-0.0054 -0.0137 0.0239
0.0261 0.0022 0.0041
0.0034 0.0171 0.0120
-0.0393 0.0886 -0.0432
-0.0019 -0.0004 0.0152
-0.0300 -0.0090 -0.0062
-0.0017 -0.0015 -0.0180
-0.0359 -0.0857 0.0148
0.0000 0.0088 -0.0166
-0.0250 -0.1484 -0.2301
0.0757 -0.0016 0.0927
0.0418 -0.0456 -0.0739
-0.4642 -0.3320 -0.1814
0.0346 -0.0857 -0.1343
-0.0019 0.0919 0.0133
-0.0144 0.0172 0.0084
-0.0061 0.0304 -0.0029
0.0051 0.0005 -0.0019
-0.0194 -0.0293 -0.0172
0.0254 -0.0599 0.0775
-0.0011 0.0005 0.0028
0.4618 0.1593 0.3620
-0.0021 -0.0173 -0.0043
0.0045 0.0078 0.0099
-0.0053 0.0193 0.0093
-0.0082 0.0044 -0.0016
-0.0003 -0.0008 0.0029
0.0110 -0.0283 0.0064
-0.0156 0.0062 -0.0022
-0.0954 -0.0723 0.0268
0.0166 -0.0062 -0.0015
-0.0026 -0.0018 -0.0012
0.0137 -0.0036 0.0036
-0.0568 0.0747 0.0672
-0.0106 -0.0010 0.0340
-0.0593 0.1268 -0.0342

Results
* spin multiplicity: 3
* relative energy (zero: lowest compared OMol25 entry of this formula, charge and spin): 0.0000 eV
* HOMO-LUMO gap (spin up / spin down): 8.419 / 9.057 eV
* HOMO level (spin up / spin down): -8.757 / -9.136 eV

This record from the Open Molecules 2025 dataset describes C19H31F9OP2Sn as an isolated structure. The level of theory is ωB97M-V with the def2-TZVPD basis set.

Cartesian coordinates (Å):
C: -0.464 -0.367 1.601
H: 0.757 6.072 1.659
C: 1.140 3.529 -3.844
H: -1.152 -2.250 -1.672
C: 1.007 -0.506 1.625
F: -1.953 -5.901 2.334
H: 2.171 1.107 0.885
C: 0.931 -6.151 3.066
F: 0.885 -5.981 -0.677
P: -0.375 3.365 -2.797
H: -2.619 -0.905 -0.356
H: 2.309 0.075 -1.515
C: 0.368 -5.795 1.628
H: 1.366 2.554 -4.303
C: -0.744 -1.417 -1.118
H: 2.869 -0.501 0.693
H: 1.015 4.275 -4.639
C: -1.689 -0.372 -0.626
C: -1.065 -6.351 1.420
F: 2.198 -5.705 3.265
H: -1.957 0.309 -1.450
C: 1.923 0.069 0.610
C: -0.692 5.176 -2.439
H: -1.782 5.316 -2.442
C: 0.712 -1.256 -1.189
H: 1.287 -3.740 2.722
C: -1.893 5.024 1.031
H: 0.806 0.881 -1.078
F: -1.549 -5.999 0.207
H: -2.755 4.845 0.373
H: -2.638 3.159 -3.698
H: 2.003 3.809 -3.222
F: 2.542 -5.697 0.687
H: 0.784 4.454 2.419
H: -0.002 -2.733 3.362
F: 1.465 -7.600 0.665
H: -2.082 4.492 1.977
H: -0.473 -4.222 2.635
H: -1.489 2.133 -4.584
H: -0.966 -0.673 2.513
H: 1.231 -2.015 -1.766
H: -1.550 3.889 -4.916
C: 1.428 0.002 -0.845
F: 0.177 -5.706 4.107
O: 0.257 -4.408 1.109
C: 0.883 4.998 1.467
H: 1.900 4.822 1.087
H: -2.088 0.859 1.104
C: 0.295 -3.408 2.619
Sn: 0.136 -2.306 0.624
H: -0.278 5.778 -3.261
C: 1.332 -6.292 0.561
C: -0.111 5.625 -1.092
F: 0.959 -7.482 3.151
C: -1.625 3.126 -4.129
F: -1.008 -7.674 1.494
C: -1.200 0.428 0.595
H: -1.817 6.099 1.238
H: 1.424 -0.863 2.555
P: -0.352 4.353 0.261
H: -0.564 6.574 -0.770
H: 0.971 5.789 -1.187
H: -0.601 1.293 0.269

Force components x, y, z for each atom (eV/Å):
3.1482 0.1466 0.9096
0.0511 -0.1761 -0.0122
0.1522 -0.1422 -0.0285
-0.1631 0.1367 -0.4125
-3.3906 1.0982 0.1530
0.5169 -0.1973 -0.3005
0.0282 0.0083 -0.0777
-0.0770 0.7970 0.2461
0.4091 -0.7498 0.3409
-0.0461 0.1153 -0.4017
0.3553 0.3218 -0.0720
-0.3904 0.1116 0.3688
-0.5661 2.1135 -2.6281
-0.0462 0.2919 0.1353
0.7417 -0.1585 0.1079
-0.3626 0.2956 -0.1733
0.0253 -0.1218 0.1286
-1.1124 0.5135 -0.1582
0.2908 0.1423 -0.2953
-0.8532 -0.2654 -0.1390
0.0092 0.0971 0.1027
1.1667 0.5076 -0.3997
-0.0576 -0.2261 -0.0310
0.1735 -0.0566 -0.0025
-0.5327 -0.9366 -0.2266
0.9791 0.0162 0.7007
-0.1540 -0.1188 0.1073
0.1805 -0.2838 -0.0106
0.1464 -0.4533 0.7846
0.2334 0.0518 0.1584
0.3014 -0.0100 -0.1073
-0.2306 -0.0607 -0.1512
-0.4732 -0.5543 -0.0242
0.0213 0.1695 -0.2743
-0.2683 2.1195 1.1677
0.7997 -0.9617 -0.7290
0.0360 0.1624 -0.2831
0.4511 1.7637 2.0164
-0.0333 0.2973 0.1228
0.0175 0.0537 -0.0903
-0.0349 0.2976 -0.3484
-0.0391 -0.1388 0.1187
0.8905 1.1796 -0.2768
0.5747 -0.5661 -0.7024
1.0440 -5.0556 -1.3770
0.1366 0.0722 0.2020
-0.3046 0.0423 0.0963
0.3856 -0.1030 -0.3565
-2.1126 -0.1852 0.3541
0.0411 -1.8681 2.0102
-0.2001 -0.0646 0.1371
-0.0945 0.4399 -0.2183
0.0628 -0.1495 0.1640
0.0918 0.0548 0.2749
-0.1353 -0.0714 -0.1957
-0.8250 -0.6770 -0.0805
-0.8686 1.2029 -0.6786
-0.0148 -0.1699 -0.0322
0.1056 -0.0315 0.0361
0.0646 0.3664 0.2398
0.2051 -0.1193 -0.0800
-0.1674 -0.0521 0.0373
-0.2828 -0.2614 0.1540

Results
* relative energy (zero: lowest compared OMol25 entry of this formula, charge and spin): 7.1638 eV
* HOMO-LUMO gap: 6.922 eV
* HOMO level: -6.879 eV